Entry 1:
ORCA calculation (ωB97M-V/def2-TZVPD) on an isolated molecule of C18H16N6S in a non-equilibrium geometry.

Each line ends with the Löwdin charge.
Geometry (Å):
N 3.92 1.59 -0.74  0.0377
N 2.68 1.01 -0.82  -0.0528
C 1.94 0.65 0.26  -0.2369
C 2.39 0.97 1.54  0.0363
C 1.54 0.41 2.64  -0.3103
C 1.93 0.78 4.05  -0.1593
C 2.25 -0.34 4.82  -0.0534
C 2.81 -0.14 6.11  -0.0645
C 2.98 1.20 6.64  -0.0773
C 2.72 2.37 5.84  -0.1071
C 2.15 2.18 4.57  -0.0267
N 0.51 -0.32 2.49  0.1777
C 0.14 -0.71 1.11  -0.2446
N -0.81 -1.40 0.59  0.1296
C -0.63 -1.24 -0.83  -0.6748
S -1.54 -2.18 -1.95  0.9569
C -1.78 -0.95 -3.27  -0.4608
C -3.04 -1.00 -4.10  -0.3043
C -3.12 -1.66 -5.32  -0.0284
C -4.37 -1.63 -6.09  -0.0696
C -5.53 -1.18 -5.45  -0.0736
C -5.40 -0.75 -4.10  -0.1201
C -4.26 -0.67 -3.46  -0.1019
N 0.39 -0.50 -1.25  0.1185
N 0.83 -0.15 -0.01  -0.0319
H 4.65 0.92 -0.91  0.0823
H 4.07 1.98 0.20  0.0758
H 2.14 0.80 -1.67  0.1417
H 3.34 1.51 1.88  0.1242
H 2.08 -1.33 4.37  0.1178
H 3.04 -1.06 6.63  0.0915
H 3.39 1.35 7.63  0.0906
H 2.89 3.38 6.26  0.1017
H 1.75 3.11 3.91  0.1441
H -0.82 -0.95 -3.91  0.0941
H -1.70 0.15 -2.88  0.1134
H -2.20 -2.12 -5.80  0.1238
H -4.42 -2.13 -7.04  0.0876
H -6.50 -1.29 -5.98  0.1084
H -6.25 -0.28 -3.56  0.1179
H -4.18 -0.36 -2.41  0.1267

Output
**ΔE to the lowest compared entry with this formula, charge and spin**: 3.864 eV
**Kohn-Sham gap**: 9.0 eV
**HOMO level**: -8.46 eV
**Electronic energy**: -38697.69498 eV
**SMILES**: NNc1cc(-c2ccccc2)nc2nc(SCc3ccccc3)nn12

***

Entry 2:
ORCA calculation (ωB97M-V/def2-TZVPD) on a cluster of 3 separate species, C23H50IN3O6 in total.

Each line ends with the Löwdin charge.
Geometry (Å):
C -1.87 0.38 3.17  -0.0407
C -1.93 -0.23 1.77  -0.3750
O -3.06 0.22 1.04  -0.0413
C -1.95 -1.78 1.82  -0.1298
O -2.95 -2.35 1.00  -0.0896
N -4.19 -2.26 1.69  -0.0217
C -4.36 -3.48 2.52  -0.1182
C -4.87 -3.22 3.95  -0.2817
C -6.34 -3.60 4.13  -0.6505
I -7.21 -2.63 5.84  0.7626
C -5.19 -2.16 0.69  -0.5285
O -5.07 -2.44 -0.45  0.2024
O -6.35 -1.71 1.24  -0.0083
C -6.37 -0.26 1.39  -0.1231
C -6.68 0.13 2.83  -0.1318
C -5.48 0.71 3.60  -0.0933
C -5.13 2.10 3.15  -0.4958
O -4.29 2.38 2.34  0.1000
O -5.90 3.04 3.73  0.1138
H -2.06 1.46 3.12  0.0783
H -2.62 -0.07 3.82  0.0684
H -0.88 0.25 3.61  0.0859
H -1.02 0.10 1.24  0.1174
H -3.32 1.10 1.36  0.0501
H -1.00 -2.19 1.45  0.1243
H -2.04 -2.11 2.86  0.1162
H -3.38 -3.96 2.56  0.1265
H -5.02 -4.19 2.01  0.1361
H -4.72 -2.17 4.22  0.0741
H -4.29 -3.84 4.64  0.1078
H -6.47 -4.66 4.33  0.0399
H -6.96 -3.31 3.29  0.0330
H -5.40 0.13 1.07  0.1145
H -7.14 0.10 0.71  0.1323
H -7.02 -0.77 3.34  0.0692
H -7.51 0.84 2.85  0.1242
H -4.60 0.07 3.48  0.0897
H -5.74 0.76 4.66  0.1254
H -5.41 3.88 3.71  0.1313
C 0.99 -0.79 -0.91  -0.0852
C 2.03 -0.42 0.14  -0.2724
N 2.91 -1.53 0.48  -0.1988
C 3.70 -1.29 1.68  -0.2519
C 4.72 -0.15 1.66  -0.0846
C 3.61 -2.13 -0.64  -0.2409
C 4.50 -1.22 -1.50  -0.0804
H 0.43 -1.68 -0.61  0.0741
H 0.28 0.03 -1.02  0.0749
H 1.43 -0.97 -1.89  0.0632
H 1.51 -0.13 1.06  0.1066
H 2.57 0.47 -0.20  0.0979
H 4.20 -2.23 1.93  0.1106
H 2.99 -1.11 2.49  0.1065
H 5.60 -0.40 1.07  0.0549
H 5.07 0.04 2.68  0.0692
H 4.29 0.77 1.28  0.0667
H 2.87 -2.59 -1.29  0.1024
H 4.21 -2.96 -0.25  0.1140
H 4.00 -0.29 -1.76  0.0416
H 4.75 -1.73 -2.44  0.0748
H 5.45 -0.98 -1.01  0.0584
C 2.70 1.62 -3.68  -0.0926
C 3.43 2.79 -4.31  -0.2710
N 4.86 2.80 -4.00  -0.1997
C 5.51 4.05 -4.33  -0.2525
C 5.58 4.47 -5.80  -0.0862
C 5.58 1.59 -4.35  -0.2428
C 5.54 1.12 -5.81  -0.0786
H 2.89 1.57 -2.61  0.0637
H 1.63 1.73 -3.84  0.0766
H 3.00 0.66 -4.13  0.0675
H 3.02 3.72 -3.91  0.1178
H 3.23 2.80 -5.39  0.1027
H 6.53 4.01 -3.92  0.1105
H 5.00 4.84 -3.77  0.1086
H 6.30 3.88 -6.37  0.0544
H 5.90 5.52 -5.87  0.0692
H 4.61 4.39 -6.29  0.0657
H 5.20 0.78 -3.73  0.0841
H 6.62 1.72 -4.04  0.1152
H 4.52 1.15 -6.22  0.0663
H 5.89 0.09 -5.88  0.0713
H 6.17 1.72 -6.46  0.0540

Output
**Kohn-Sham gap**: 8.4 eV
**HOMO level**: -8.08 eV
**Electronic energy**: -49515.76000 eV
**SMILES**: C[C@H](O)CON(CCCI)C(=O)OCCCC(=O)O.CCN(CC)CC.CCN(CC)CC

***

Entry 3:
ORCA calculation (ωB97M-V/def2-TZVPD) on a structure of composition C37H43GaN2P3.

Each line ends with the Löwdin charge.
Geometry (Å):
Ga 0.07 -0.42 0.10  0.4653
N -1.86 1.96 1.89  -0.1192
P -1.08 0.59 2.55  1.0222
C -2.34 -0.04 3.70  -0.3630
C -1.93 -0.73 4.84  -0.0938
C -2.87 -1.31 5.67  -0.0636
C -4.23 -1.22 5.37  -0.0690
C -4.64 -0.55 4.23  -0.0718
C -3.70 0.03 3.38  -0.0908
C 0.13 1.28 3.71  -0.3875
C -0.21 2.25 4.66  -0.0893
C 0.76 2.78 5.49  -0.0629
C 2.08 2.34 5.40  -0.0599
C 2.42 1.35 4.48  -0.0650
C 1.45 0.83 3.64  -0.1242
C -2.03 2.19 0.54  -0.4024
C -2.80 3.29 0.12  -0.0097
C -2.99 3.50 -1.22  -0.0392
C -2.44 2.62 -2.15  -0.0429
C -1.69 1.57 -1.66  -0.1421
N -1.45 1.36 -0.35  0.0060
H -2.37 2.59 2.49  0.1157
H -0.88 -0.80 5.09  0.1069
H -2.55 -1.84 6.57  0.1108
H -4.96 -1.69 6.01  0.1099
H -5.69 -0.48 3.99  0.1089
H -4.02 0.54 2.48  0.0987
H -1.24 2.58 4.75  0.1110
H 0.50 3.54 6.22  0.1107
H 2.83 2.75 6.05  0.1111
H 3.44 0.98 4.43  0.1099
H 1.71 0.05 2.92  0.0715
H -3.24 3.94 0.86  0.1213
H -3.59 4.34 -1.56  0.1203
H -2.58 2.73 -3.21  0.1136
H -1.26 0.85 -2.33  0.0745
C 0.74 -0.70 -3.84  -0.2349
P 1.20 -0.01 -2.22  0.8426
C 2.86 -0.73 -1.97  -0.2309
C 1.59 1.74 -2.53  -0.3824
C 1.75 2.26 -3.81  -0.0716
C 2.07 3.60 -3.99  -0.0565
C 2.25 4.42 -2.88  -0.0569
C 2.08 3.90 -1.61  -0.0784
C 1.74 2.56 -1.41  -0.3647
P 1.43 1.91 0.28  0.9206
C 3.13 1.82 1.00  -0.2182
C 0.72 3.41 1.05  -0.2251
H -0.09 -0.16 -4.28  0.0467
H 0.44 -1.74 -3.68  0.0550
H 1.59 -0.69 -4.53  0.0531
H 3.55 -0.37 -2.73  0.0592
H 2.77 -1.82 -2.04  0.0518
H 3.24 -0.49 -0.98  0.0246
H 1.62 1.63 -4.69  0.0999
H 2.18 4.00 -4.99  0.1138
H 2.50 5.46 -3.01  0.1137
H 2.22 4.56 -0.76  0.1017
H 3.34 2.73 1.56  0.0538
H 3.86 1.73 0.19  0.0515
H 3.22 0.97 1.66  0.0105
H 1.49 4.15 1.22  0.0537
H 0.25 3.17 2.00  0.0157
H -0.04 3.83 0.38  0.0513
C 0.70 -4.63 0.64  -0.0505
C 0.38 -3.21 1.16  -0.6329
C -0.93 -3.30 1.96  -0.0758
C 0.27 -2.37 -0.12  -0.2270
C 1.55 -2.79 2.05  -0.2063
C 2.75 -2.36 1.48  -0.0582
C 3.85 -2.03 2.26  -0.0872
C 3.77 -2.13 3.65  -0.1037
C 2.59 -2.56 4.23  -0.0824
C 1.49 -2.88 3.44  -0.0378
H -0.14 -5.02 0.06  0.0854
H 0.89 -5.31 1.48  0.0904
H 1.59 -4.62 0.00  0.0805
H -1.76 -3.48 1.28  0.0863
H -1.12 -2.37 2.50  0.0439
H -0.90 -4.12 2.69  0.0831
H -0.70 -2.62 -0.58  0.0003
H 2.81 -2.32 0.40  0.0832
H 4.77 -1.73 1.79  0.1047
H 4.63 -1.89 4.26  0.1038
H 2.52 -2.64 5.31  0.1066
H 0.59 -3.22 3.93  0.1021

Output
**Kohn-Sham gap**: 6.6 eV
**HOMO level**: -8.87 eV
**Electronic energy**: -122284.07416 eV
**Net charge**: +1

***

Entry 4:
ORCA calculation (ωB97M-V/def2-TZVPD) on an isolated molecule of C25H32N4O4 in a non-equilibrium geometry.

Each line ends with the Löwdin charge.
Geometry (Å):
C -7.08 0.24 -1.37  -0.0871
C -6.42 1.26 -0.49  -0.2430
O -5.05 1.67 -0.77  -0.0272
C -4.18 0.66 -0.42  -0.2545
C -4.40 -0.64 0.20  -0.0015
C -3.39 -1.35 0.73  -0.0959
C -2.15 -1.05 0.43  -0.3058
N -1.05 -1.64 0.52  0.0234
C -0.74 -1.98 2.29  0.0977
C 0.61 -1.46 2.79  -0.5698
O 0.96 -1.85 3.80  0.1636
N 0.80 -0.26 2.12  0.1213
C 1.93 0.60 2.49  -0.2774
C 1.81 1.92 2.94  -0.1959
C 2.40 2.97 1.85  -0.0713
C 3.66 2.14 1.57  -0.2103
C 3.32 0.73 1.39  -0.0504
C -0.15 -2.42 -0.49  -0.3639
O -0.48 -2.00 -1.51  0.1081
C 1.11 -2.93 -0.09  -0.1444
C 1.81 -3.96 -0.98  -0.1252
C 2.06 -3.17 -2.29  -0.0947
C 2.89 -1.67 -2.26  -0.4946
O 3.95 -1.60 -1.94  0.1618
N 1.85 -0.74 -2.28  0.1432
C 2.02 0.71 -1.87  -0.2898
C 3.41 1.01 -2.20  0.1164
C 3.59 2.58 -2.06  0.0745
C 2.37 3.48 -1.98  0.0631
C 1.12 2.68 -1.40  -0.0836
N 1.05 1.43 -1.65  0.0829
C -1.89 0.26 -0.61  0.1340
C -3.00 1.06 -0.91  -0.0387
H -8.14 0.09 -1.31  0.0715
H -6.76 -0.74 -1.26  0.0375
H -7.00 0.48 -2.44  0.0881
H -6.64 0.88 0.47  0.0848
H -7.04 2.22 -0.53  0.1405
H -5.26 -0.77 0.99  0.1528
H -3.47 -2.07 1.26  0.0333
H -0.74 -3.04 2.25  0.0762
H -1.70 -1.45 2.67  0.1464
H 0.33 0.02 1.34  0.0824
H 2.32 -0.01 3.49  0.1786
H 2.08 2.09 4.01  0.1286
H 0.70 1.97 2.97  0.1195
H 2.45 3.94 2.41  0.1182
H 1.80 3.05 1.00  0.0492
H 4.17 2.54 0.92  0.0072
H 4.33 2.11 2.37  0.1113
H 3.99 -0.16 1.71  0.1431
H 2.80 0.46 0.62  -0.0062
H 1.74 -2.15 0.44  0.1646
H 0.98 -3.52 0.75  0.0918
H 1.08 -4.71 -1.23  0.1287
H 2.74 -3.98 -0.56  0.0914
H 1.21 -2.94 -2.92  0.0759
H 2.75 -3.90 -2.95  0.1379
H 0.87 -1.01 -2.32  0.0890
H 4.29 0.74 -2.47  0.0234
H 4.38 3.01 -2.08  -0.0289
H 2.46 4.34 -1.55  0.0015
H 0.28 3.26 -1.36  0.0709
H -0.94 0.71 -0.82  0.0511
H -2.78 1.88 -1.40  0.0747

Output
**ΔE to the lowest compared entry with this formula, charge and spin**: 21.127 eV
**Kohn-Sham gap**: 7.3 eV
**HOMO level**: -7.31 eV
**Electronic energy**: -40576.22338 eV
**SMILES**: CCOc1ccc(N(CC(=O)NC2CCCC2)C(=O)CCCC(=O)Nc2ccccn2)cc1

***

Entry 5:
ORCA calculation (ωB97M-V/def2-TZVPD) on a cluster of 2 separate species, C6H11P in total.

Each line ends with the Löwdin charge.
Geometry (Å):
C 3.04 -0.88 0.73  -0.0897
C 2.35 -1.07 -0.38  -0.4573
P 0.54 -1.02 -0.53  0.8690
C 0.18 0.48 0.54  -0.4952
C -0.94 1.35 -0.02  -0.1824
H 2.55 -0.62 1.67  0.0452
H 4.11 -0.95 0.77  0.0467
H 2.86 -1.35 -1.30  0.0490
H 0.57 -0.30 -1.74  -0.0611
H -0.11 0.12 1.53  0.0622
H 1.09 1.07 0.65  0.0631
H -1.11 2.20 0.63  0.0689
H -0.68 1.72 -1.01  0.0625
H -1.88 0.80 -0.10  0.0218
C -4.33 -0.98 0.02  0.0135
C -3.23 -1.21 0.42  -0.0179
H -5.29 -0.74 -0.33  0.0098
H -2.27 -1.48 0.75  -0.0082

Output
**ΔE to the lowest compared entry with this formula, charge and spin**: 2.103 eV
**Kohn-Sham gap**: 9.9 eV
**HOMO level**: -8.82 eV
**Electronic energy**: -15685.73993 eV
**SMILES**: C=CPCC.C#C

***

Entry 6:
ORCA calculation (ωB97M-V/def2-TZVPD) on an isolated molecule of C4H9NO2 in a non-equilibrium geometry.

Each line ends with the Löwdin charge.
Geometry (Å):
C -0.15 1.30 0.56  -0.1020
C 0.61 0.41 -0.31  -0.4147
C 0.44 0.60 -1.86  -0.0192
N 0.49 -0.99 0.05  0.1046
C -0.63 -1.47 0.66  -0.5049
O -1.78 -1.03 0.59  0.0566
O -0.45 -2.64 1.50  0.0197
H -0.15 2.29 0.19  0.0748
H -1.18 1.06 0.54  0.0591
H 0.16 1.43 1.62  0.1081
H 1.64 0.73 0.09  0.1609
H 0.77 1.58 -2.11  0.0642
H 0.60 -0.35 -2.38  0.0821
H -0.63 0.78 -2.01  0.0726
H 1.22 -1.36 0.57  0.1135
H -0.95 -2.34 2.31  0.1246

Output
**ΔE to the lowest compared entry with this formula, charge and spin**: 1.597 eV
**Kohn-Sham gap**: 10.9 eV
**HOMO level**: -10.19 eV
**Electronic energy**: -9878.46358 eV
**SMILES**: CC(C)NC(=O)O

***

Entry 7:
ORCA calculation (ωB97M-V/def2-TZVPD) on the ion C8H14ClN2O3 with charge +1 in a non-equilibrium geometry.

Each line ends with the Löwdin charge.
Geometry (Å):
C -2.62 0.50 1.19  -0.0911
O -2.02 -0.39 2.11  -0.1729
C -1.74 -1.67 1.61  -0.2244
C -0.98 -1.70 0.30  -0.1936
C 0.38 -0.97 0.40  -0.1002
C 0.71 -0.19 -0.81  -0.1767
C 1.16 1.05 -0.90  -0.1250
C 1.54 2.06 0.13  -0.1157
O 2.77 1.81 0.76  -0.0952
O 2.74 0.48 1.26  -0.0060
N 1.28 1.36 -2.26  0.1871
C 0.92 0.32 -2.96  -0.1053
N 0.58 -0.64 -2.13  -0.3987
Cl 0.11 -2.15 -2.70  0.8874
H -1.85 1.15 0.76  0.0760
H -3.29 1.15 1.74  0.0933
H -3.20 0.00 0.42  0.0927
H -1.15 -2.17 2.37  0.1320
H -2.66 -2.26 1.49  0.1313
H -0.80 -2.74 0.05  0.1041
H -1.55 -1.29 -0.53  0.0883
H 0.35 -0.27 1.22  0.1155
H 1.19 -1.64 0.62  0.1354
H 0.74 2.24 0.84  0.1400
H 1.72 2.99 -0.39  0.1410
H 3.21 0.54 2.10  0.1269
H 1.58 2.23 -2.67  0.1916
H 0.88 0.18 -4.03  0.1622

Output
**Kohn-Sham gap**: 9.3 eV
**HOMO level**: -12.71 eV
**Electronic energy**: -30157.32169 eV
**SMILES**: COCCCc1c(COO)[nH]c[n+]1Cl
**Net charge**: +1

***

Entry 8:
ORCA calculation (ωB97M-V/def2-TZVPD) on a cluster of 15 separate species, H29O15 in total in a non-equilibrium geometry.

Each line ends with the Löwdin charge.
Geometry (Å):
O -2.38 1.43 -0.62  -0.0525
H -3.12 1.03 -0.15  0.0510
H 1.04 0.25 -1.96  -0.0302
O 0.43 1.74 1.26  -0.0479
H 0.67 1.11 0.57  0.0402
H -0.27 2.27 0.87  0.0407
O 0.15 0.49 -1.86  -0.1844
H -1.84 -1.01 3.61  0.0329
H -0.92 -1.75 -0.51  -0.0097
O 2.60 -1.68 -0.66  -0.0631
H 1.71 -3.04 1.30  0.0133
H 2.73 -0.88 -1.17  -0.0081
O 0.71 2.74 3.89  -0.0968
H 0.87 2.55 2.94  -0.0182
H -3.54 -2.35 1.22  0.0046
O -3.52 -0.86 -1.60  -0.0644
H -0.15 -2.71 -1.99  0.0297
H -3.85 -0.86 -2.50  0.0353
O -2.13 -0.89 2.71  -0.0434
H 0.95 1.86 4.21  0.0280
H -1.36 -1.24 2.24  0.0211
O 3.10 2.03 2.69  -0.0552
H 3.18 2.33 1.78  0.0281
H -1.65 1.01 -0.14  0.0059
O 0.88 -2.84 1.74  -0.0945
H 0.48 -2.16 1.14  -0.0300
H -0.16 -0.12 -0.93  -0.0098
O -0.20 -3.59 -1.58  -0.0742
H 1.86 -1.49 -0.07  -0.0065
O 3.75 -0.27 -3.06  -0.0439
H 4.44 -0.79 -2.65  0.0397
H 0.32 -3.28 -0.83  -0.0059
O -1.45 0.99 -3.93  -0.1042
H -1.98 1.75 -3.76  -0.0019
H -0.87 0.84 -3.14  -0.0274
O -4.42 -2.47 1.58  -0.0657
H -4.23 -2.29 2.50  0.0095
H 3.34 2.80 3.21  0.0300
O -0.19 -1.21 -0.19  -0.3086
H -2.81 -0.20 -1.62  -0.0088
H 3.67 -0.68 -3.93  0.0456
O 1.59 3.86 0.16  -0.0489
H 1.83 4.16 -0.72  0.0384
H 0.76 3.42 -0.04  0.0100

Output
**ΔE to the lowest compared entry with this formula, charge and spin**: 0.800 eV
**Kohn-Sham gap**: 9.2 eV
**HOMO level**: -6.69 eV
**Electronic energy**: -31185.42065 eV
**Net charge**: -1

***

- Which value of electronic energy does entry 4 give?
  -40576.22338 eV

***

- Which of these has the highest HOMO level?
  H29O15

***

- Which value of electronic energy does entry 7 give?
  -30157.32169 eV

***

- The lowest Kohn-Sham gap belongs to which entry?
  C37H43GaN2P3